Record 1
31
Properties=species:S:1:pos:R:3:forces:R:3 method="wB97M-V/def2-TZVPD" homo_energy_ev=-18.06 total_charge=+2 e_above_lowest_kcal_mol=29.8 homo_lumo_gap_ha=0.3610
C 1.763 1.537 2.895 1.4 0.4 -2.8
C 2.622 1.779 1.817 -0.7 0.6 0.5
C 0.777 0.610 2.693 -0.1 0.0 1.2
C 2.330 1.190 0.593 2.7 1.1 -0.8
C 0.477 0.129 1.485 0.7 1.3 -2.7
C -0.513 -0.818 0.991 -3.7 -0.2 3.8
C 0.783 -0.224 -0.831 4.3 -2.7 -0.3
C 0.957 0.550 -2.059 0.0 -1.6 -2.6
C -3.194 -0.238 -0.846 2.6 -0.3 0.3
C -0.759 -2.128 -0.978 -2.6 -2.5 -2.3
C -1.707 0.207 -0.876 -0.3 0.2 -1.8
N 1.234 0.529 0.381 -2.8 -2.7 1.7
N -0.641 -0.769 -0.424 3.1 0.7 -1.6
H 1.827 2.053 3.804 0.4 0.5 1.3
H 3.413 2.514 1.916 0.2 -0.4 -0.2
H 0.372 0.316 3.607 -1.7 -0.9 0.9
H 3.039 1.178 -0.237 -0.2 0.6 0.1
H -0.111 -1.771 1.294 -0.5 -0.8 0.2
H -1.604 -0.588 1.429 2.5 -1.0 -0.5
H 1.821 -1.257 -1.132 -3.7 2.4 1.7
H 1.980 0.445 -2.463 -0.2 0.4 0.7
H 0.728 1.570 -1.879 -0.7 1.0 -0.7
H 0.449 -0.031 -2.917 0.1 1.4 1.2
H -3.406 -0.367 0.189 -0.9 -0.5 0.8
H -3.736 0.613 -1.191 -0.6 0.4 -0.5
H -3.325 -1.141 -1.440 -0.4 0.2 0.1
H 0.202 -2.740 -1.109 -1.4 1.1 1.0
H -1.651 -2.669 -0.454 2.0 0.8 -0.5
H -1.190 -2.072 -2.034 0.8 0.3 1.2
H -1.553 1.120 -0.339 0.1 0.4 0.8
H -1.384 0.472 -1.884 -0.4 -0.3 -0.1

---

Record 2
14
Properties=species:S:1:pos:R:3:forces:R:3 method="wB97M-V/def2-TZVPD" homo_energy_ev="1.62 / -6.75" total_charge=-1 s2=0.75 e_above_lowest_kcal_mol=31.0 homo_lumo_gap_ha="0.1071 / 0.4209" spin_multiplicity=2
C 1.240 0.681 -0.421 -1.0 1.8 0.8
C -0.242 0.266 -0.231 1.2 -1.5 0.5
C -0.240 -1.286 -0.538 1.2 3.8 -3.1
C -0.835 0.428 1.212 5.3 -3.1 -2.0
H 1.164 1.790 -0.484 0.8 -0.1 1.0
H 1.980 0.283 0.378 -1.3 0.6 -1.7
H 1.441 0.565 -1.483 0.8 -1.1 -0.1
H -0.812 0.829 -1.015 0.2 -0.6 0.7
H -0.955 -1.754 -0.047 -3.5 -2.3 2.3
H 0.658 -1.822 -0.391 1.3 -0.1 0.5
H -0.447 -1.329 -1.606 -0.1 -0.5 -0.3
H -0.720 1.360 1.598 -0.3 2.7 1.3
H -1.678 -0.110 1.167 -3.9 -1.0 0.4
H -0.168 -0.348 1.756 -0.8 1.4 -0.2